Computed, not measured: the molecule C5H9N, with the ωB97M-V functional and the def2-TZVPD basis.

Geometry as XYZ:
```
15
Properties=species:S:1:pos:R:3:forces:R:3
C 0.1480 -1.0495 2.7583 0.61 -0.59 -0.74
N -0.8528 -0.4674 2.2493 0.03 0.48 0.39
C -0.9224 -0.5030 0.8266 0.07 0.11 0.36
C 0.0286 -0.2089 -0.0225 4.65 -0.93 2.17
C 0.1580 -0.1233 -1.4817 -3.72 1.31 -1.39
C 0.2871 1.4304 -1.7139 -1.93 -1.00 -0.87
H 0.6008 -1.1511 3.7479 -1.35 0.85 0.49
H 0.7610 -1.6091 2.0951 0.83 -0.67 -0.91
H -1.8292 -0.6429 0.3491 -2.39 -0.53 -0.07
H 1.0260 -0.0189 0.5309 -1.23 0.02 -1.00
H 0.7966 -0.8217 -2.0723 0.16 0.84 1.02
H -0.9025 -0.3225 -1.9581 1.73 0.04 0.92
H 1.1854 1.8826 -1.4378 1.87 0.39 -0.02
H -0.4526 2.0114 -1.1331 0.01 -0.79 0.03
H -0.0322 1.5938 -2.7379 0.65 0.48 -0.37
```
Positions in Å, forces in eV/Å.

Computed properties:
LUMO, eV: 1.076
SMILES string: C=N/C=C/CC
Net charge: 0
HOMO energy, eV: -8.94

Computed, not measured: the ion C7H9N2O2 with charge +1, with the ωB97M-V functional and the def2-TZVPD basis.

Geometry as XYZ:
```
20
Properties=species:S:1:pos:R:3:forces:R:3
C -0.0746 -0.3558 1.6468 -0.88 0.45 -1.15
C 0.4616 0.2926 0.2721 -0.98 1.13 2.74
C 1.9076 0.8867 0.5024 -3.42 0.41 -1.38
O 0.4936 -0.5666 -0.8839 1.17 0.31 -0.33
C -0.2589 -1.5957 -0.8338 -3.00 -4.39 0.45
C -0.9840 -2.5796 -0.6621 2.59 3.44 -0.91
C -1.7747 -3.6431 -0.3331 1.54 2.03 -0.86
N -2.4513 -4.4311 0.1006 -2.03 -2.55 1.07
C -0.7014 1.2609 -0.2197 1.57 -1.20 1.16
N -0.2922 1.8448 -1.6000 -1.35 1.24 -2.00
O -1.7461 1.4646 0.2635 0.17 0.49 -0.88
H -0.9183 0.2321 2.1458 1.43 -0.56 -0.88
H 0.7225 -0.5558 2.3411 0.42 0.28 0.15
H -0.4923 -1.3282 1.4022 -0.20 -0.01 0.09
H 1.9620 1.1505 1.5119 0.07 0.97 1.41
H 2.0655 1.7222 -0.1723 0.66 -0.02 0.03
H 2.5488 0.0803 0.3937 1.49 -1.39 -0.73
H -1.1003 2.1093 -2.2602 1.08 -0.49 1.39
H 0.3825 1.3261 -2.1612 -0.19 -1.05 0.17
H 0.2500 2.6861 -1.4538 -0.15 0.91 0.45
```
Positions in Å, forces in eV/Å.

Computed properties:
LUMO, eV: -4.440
SMILES string: CC(C)(OC#CC#N)C([NH3+])=O
Net charge: +1
HOMO energy, eV: -13.40

Computed, not measured: a cluster of 2 separate species, C7H17NOSi in total, with the ωB97M-V functional and the def2-TZVPD basis.

Geometry as XYZ:
```
27
Properties=species:S:1:pos:R:3:forces:R:3
C 1.4545 -0.7297 0.9289 0.05 2.07 0.86
C 0.7979 2.3596 0.2147 -3.40 -0.07 -5.20
C 2.2541 1.0581 -1.4151 1.72 -3.84 -0.03
C -1.8999 -2.2024 0.7879 -0.39 -0.21 1.33
C -2.6835 0.5529 -0.6659 -0.88 -1.84 0.60
C 0.4901 -0.1538 -0.0910 0.49 -2.98 -2.91
C 0.9106 1.1152 -0.7446 -0.80 1.90 -0.47
N 1.0164 -1.8774 1.4874 -1.23 1.68 -1.61
O 2.3883 -0.0796 1.4019 -0.65 -0.83 -0.67
Si -1.3613 -0.4193 0.4602 -0.75 0.76 0.66
H 1.4654 2.3135 0.9442 2.32 -0.04 3.64
H -0.2659 2.5972 0.3578 0.23 -0.65 1.26
H 0.9691 3.2046 -0.4450 0.90 0.32 -0.06
H 3.1081 0.7432 -0.7169 -1.27 0.81 -0.80
H 2.2068 0.1301 -2.1433 0.12 1.79 0.99
H 2.5441 1.9106 -1.9797 0.01 0.87 -0.33
H -2.1374 -2.5936 1.8352 0.24 1.41 -1.07
H -2.7719 -2.3516 0.2102 -1.30 -0.26 -0.63
H -1.2697 -2.9783 0.4696 1.17 -0.98 -0.98
H -3.8136 0.4311 -0.3662 2.29 0.21 0.02
H -2.4686 1.6313 -0.7591 0.03 -0.66 -0.36
H -2.6549 -0.0647 -1.6029 0.18 1.16 0.23
H 0.8726 -1.1968 -1.4304 -1.21 1.88 3.06
H 0.2120 1.3406 -1.5947 0.17 -0.33 0.82
H 0.4649 -2.4450 0.9173 -0.83 -0.98 -0.72
H 1.6189 -2.3112 2.0596 2.56 -1.85 2.57
H -1.4469 0.0153 1.8801 0.24 0.67 -0.19
```
Positions in Å, forces in eV/Å.

Computed properties:
LUMO, eV: 0.174
Net charge: 0
HOMO energy, eV: -9.57

Computed, not measured: the molecule C3H4ClNO2, with the ωB97M-V functional and the def2-TZVPD basis.

Geometry as XYZ:
```
11
Properties=species:S:1:pos:R:3:forces:R:3
C -1.2792 0.0087 -0.5247 -2.23 -1.90 0.43
C 0.1784 0.2016 -0.1975 2.18 0.03 -1.90
N 0.2874 1.3813 0.6671 -0.85 2.23 1.27
O 1.3406 1.8151 1.0386 -0.22 -0.96 -0.85
C 0.9399 -0.9003 0.5846 -1.03 -0.95 -1.40
O 0.4078 -1.8103 1.1281 0.12 0.45 0.25
Cl 2.6787 -0.8275 0.4038 0.17 0.13 0.16
H -1.9955 -0.4720 0.1999 1.37 0.82 0.56
H -1.5128 -0.7528 -1.2779 0.96 0.39 -0.64
H -1.8078 0.9127 -0.8085 0.50 0.37 -0.14
H 0.7624 0.4435 -1.2135 -0.96 -0.61 2.25
```
Positions in Å, forces in eV/Å.

Computed properties:
LUMO (spin up / spin down), eV: -0.668 / -0.668
SMILES string: C[C@@H](N=O)C(=O)Cl
Net charge: 0
HOMO energy (spin up / spin down), eV: -9.38 / -9.37

Which value of net charge does entry 1 give?
0